Molecular formula: C4H5Br2NO3S2
Method: DFT, ωB97M-V with the def2-TZVPD basis set

XYZ file:
```
17
Properties=species:S:1:pos:R:3:forces:R:3
C -1.21944 -0.66762 1.29618 2.65 1.91 -2.52
C -2.21810 -0.29781 0.57324 -1.59 -0.34 -0.12
C -0.36314 1.25443 -0.69838 -2.38 0.61 0.98
C 0.37212 0.33867 0.20481 -1.75 -4.42 0.75
N 1.35096 0.80949 0.98146 -0.14 1.60 -1.81
O 0.04287 -1.64351 -1.54903 -0.81 -0.02 -0.57
O 2.18714 -0.62679 -1.42082 1.83 -0.68 2.79
O 1.37443 -2.10330 0.41375 1.52 -0.46 1.35
S -2.17710 0.77643 -0.80041 1.00 0.65 0.12
S 0.97697 -1.20125 -0.57805 -2.20 1.42 -1.85
Br -4.10239 -0.91943 0.67518 0.96 0.18 0.19
Br -0.12917 3.15161 -0.04041 -0.31 -0.88 -0.71
H -0.88042 -1.42866 1.93816 -0.11 -0.53 0.84
H -0.14287 1.16463 -1.73296 0.97 0.42 -0.80
H 1.97754 0.28277 1.45432 2.07 -2.70 1.25
H 0.98784 1.46502 1.56138 -0.81 2.84 2.10
H 1.96276 -0.35467 -2.27843 -0.88 0.38 -2.02
```
Forces are in eV/Å.

Its net charge is 0. For the energy relative to the best compared isomer or geometry (same formula, charge and spin), the calculation gives 72.67 kJ/mol. The calculation puts the orbital gap at 8.82 eV.

natural (NBO) population analysis, charges in e, atoms 1 to 5:
1 C -0.276
2 C -0.279
3 C -0.410
4 C -0.063
5 N -0.803